one.
C2H3F3 | wB97M-V/def2-TZVPD

Summary:
**E_LUMO**: 0.78 eV
**Spin multiplicity**: 1
**HOMO energy**: -11.01 eV
**Kohn-Sham gap**: 11.79 eV

Bonds (Å) are listed after each position.
Atoms and positions in Å:
1 C -1.3198 -1.3279 0.2890  C2 1.519, F3 1.357, H6 1.214, H7 1.090
2 C -1.5212 0.0986 -0.1934  C1 1.519, F4 1.376, F5 1.335
3 F 0.0056 -1.6191 0.2861  C1 1.357
4 F -1.0730 1.0847 0.6547  C2 1.376
5 F -2.7586 0.3109 -0.6482  C2 1.335
6 H -1.7291 -1.9627 -0.6619  C1 1.214
7 H -1.6836 -1.6187 1.2749  C1 1.090
8 H -0.5435 0.1333 -1.5051  no bonds

two.
C2H3F3 | wB97M-V/def2-TZVPD

Summary:
**E_LUMO**: 0.94 eV
**SMILES string**: FCC(F)F
**Spin multiplicity**: 1
**HOMO energy**: -12.04 eV
**Kohn-Sham gap**: 12.98 eV

Bonds (Å) are listed after each position.
Atoms and positions in Å:
1 C 0.5739 0.5350 0.1261  C2 1.542, F3 1.360, H6 1.152, H7 1.125
2 C -0.4985 -0.5257 -0.1945  C1 1.542, F4 1.329, F5 1.314, H8 1.082
3 F 0.0794 1.6730 0.6836  C1 1.360
4 F -1.2904 -0.0367 -1.1435  C2 1.329
5 F -1.2977 -0.7309 0.8284  C2 1.314
6 H 1.3151 0.6498 -0.7488  C1 1.152
7 H 1.2472 -0.0374 0.8225  C1 1.125
8 H -0.1290 -1.5272 -0.3738  C2 1.082

three.
C2H3F3 | wB97M-V/def2-TZVPD

Summary:
**E_LUMO**: 0.99 eV
**SMILES string**: CC(F)(F)F
**Spin multiplicity**: 1
**HOMO energy**: -13.67 eV
**Kohn-Sham gap**: 14.65 eV

Bonds (Å) are listed after each position.
Atoms and positions in Å:
1 C 0.0455 -0.1812 0.0729  C2 1.495, H6 1.023, H7 1.108, H8 1.033
2 C 0.5689 -1.4858 0.5811  C1 1.495, F3 1.336, F4 1.313, F5 1.357
3 F 1.7600 -1.4214 1.1829  C2 1.336
4 F -0.2654 -1.9874 1.4622  C2 1.313
5 F 0.6876 -2.4105 -0.4055  C2 1.357
6 H 0.6263 0.6578 0.1401  C1 1.023
7 H -0.3905 -0.2081 -0.9455  C1 1.108
8 H -0.7256 0.1597 0.6700  C1 1.033

four.
C2H3F3 | wB97M-V/def2-TZVPD

Summary:
**E_LUMO**: 1.15 eV
**SMILES string**: FCC(F)F
**Spin multiplicity**: 1
**HOMO energy**: -11.99 eV
**Kohn-Sham gap**: 13.13 eV

Bonds (Å) are listed after each position.
Atoms and positions in Å:
1 F -1.4629 -0.0305 0.9067  C4 1.325
2 F 0.5311 1.5904 -0.4537  C5 1.365
3 F 1.2098 -0.4358 -1.1586  C5 1.359
4 C -0.1880 -0.3056 0.6730  F1 1.325, C5 1.529, H6 1.121, H7 1.091
5 C 0.1667 0.2961 -0.6873  F2 1.365, F3 1.359, C4 1.529, H8 1.080
6 H 0.4932 0.0717 1.4791  C4 1.121
7 H -0.0707 -1.3873 0.5928  C4 1.091
8 H -0.6793 0.2010 -1.3521  C5 1.080

What should be chosen as the most stable of them? Choose three.

one.
C3H2N2O2S | wB97M-V/def2-TZVPD

Summary:
**E_LUMO**: -1.25 eV
**SMILES string**: O=C1NC(=O)C(=S)N1
**Spin multiplicity**: 1
**HOMO energy**: -9.52 eV
**Kohn-Sham gap**: 8.27 eV

Bonds (Å) are listed after each position.
Atoms and positions in Å:
1 C -1.1797 -0.4228 0.0021  N6 1.388, N7 1.400, O8 1.199
2 C 0.5907 1.0768 -0.0050  C3 1.542, N6 1.394, O9 1.193
3 C 1.1340 -0.3658 -0.0088  C2 1.542, N7 1.361, S10 1.617
4 H -1.4323 1.6821 0.0092  N6 1.002
5 H 0.0539 -2.1556 0.0244  N7 1.010
6 N -0.7936 0.9101 -0.0022  C1 1.388, C2 1.394, H4 1.002
7 N 0.0188 -1.1465 -0.0071  C1 1.400, C3 1.361, H5 1.010
8 O -2.2900 -0.8755 -0.0068  C1 1.199
9 O 1.2069 2.0979 -0.0032  C2 1.193
10 S 2.6913 -0.8009 -0.0024  C3 1.617

two.
C3H2N2O2S | wB97M-V/def2-TZVPD

Summary:
**E_LUMO**: -1.50 eV
**SMILES string**: N#CC(=S)ONC=O
**Spin multiplicity**: 1
**HOMO energy**: -10.25 eV
**Kohn-Sham gap**: 8.75 eV

Bonds (Å) are listed after each position.
Atoms and positions in Å:
1 C -2.1039 0.2194 -0.1295  H4 1.231, N6 1.384, O8 1.229
2 C 1.3758 -0.3417 -0.0868  C3 1.496, O9 1.339, S10 1.590
3 C 2.4122 0.7333 0.0066  C2 1.496, N7 1.236
4 H -1.5086 1.2657 -0.3852  C1 1.231
5 H -1.0374 -1.2386 0.8557  N6 0.986
6 N -1.0291 -0.6269 0.0828  C1 1.384, H5 0.986, O9 1.424
7 N 3.0736 1.7636 -0.1603  C3 1.236
8 O -3.2875 -0.0929 -0.2337  C1 1.229
9 O 0.1623 0.1440 0.2041  C2 1.339, N6 1.424
10 S 1.9426 -1.8259 -0.1537  C2 1.590

What should be chosen as the most stable of them? Choose one.

one.
C4H7OS | wB97M-V/def2-TZVPD

Summary:
**E_LUMO (alpha / beta)**: -8.16 / -5.80 eV
**Spin multiplicity**: 1
**HOMO energy (alpha / beta)**: -13.39 / -12.95 eV
**Net charge**: +1
**Kohn-Sham gap (alpha / beta)**: 5.23 / 7.15 eV

Bonds (Å) are listed after each position.
Atoms and positions in Å:
1 C 0.2536 1.4120 0.1622  C2 1.339, C3 1.480, H7 1.073
2 C 0.5984 0.6810 -0.9055  C1 1.339, O5 1.365, H8 1.057
3 C -0.8715 0.8373 0.9325  C1 1.480, C4 1.620, H9 1.193, H10 1.210
4 C -1.1927 -0.3960 -0.0678  C3 1.620, O5 1.366, H11 1.142, H12 1.076
5 O -0.1616 -0.4519 -0.9618  C2 1.365, C4 1.366
6 S 2.1534 -2.5131 -0.7519  H13 1.341
7 H 0.7406 2.3364 0.4076  C1 1.073
8 H 1.2112 0.7861 -1.7607  C2 1.057
9 H -0.4055 0.3854 1.9339  C3 1.193
10 H -1.7348 1.6750 1.0619  C3 1.210
11 H -1.3233 -1.3298 0.5765  C4 1.142
12 H -1.9884 0.0164 -0.6629  C4 1.076
13 H 2.7206 -3.4388 0.0359  S6 1.341

two.
C4H7OS | wB97M-V/def2-TZVPD

Summary:
**E_LUMO (alpha / beta)**: -7.25 / -7.25 eV
**Spin multiplicity**: 1
**HOMO energy (alpha / beta)**: -13.03 / -13.03 eV
**Net charge**: +1
**Kohn-Sham gap (alpha / beta)**: 5.79 / 5.78 eV

Bonds (Å) are listed after each position.
Atoms and positions in Å:
1 C -1.5704 -0.2945 0.0443  C2 1.271, C3 1.595, H7 1.072
2 C -1.5442 0.7140 0.8174  C1 1.271, H8 0.982
3 C -0.3039 -0.7675 -0.8024  C1 1.595, C4 1.572, H9 1.168, H10 1.192
4 C 0.9411 -0.7470 0.1576  C3 1.572, O5 1.403, H11 1.082, H12 1.000
5 O 1.2111 0.5486 0.6225  C4 1.403, S6 1.667
6 S 1.6392 1.7550 -0.4456  O5 1.667, H13 1.306
7 H -2.4581 -0.8415 -0.2045  C1 1.072
8 H -1.6064 1.5258 1.3666  C2 0.982
9 H -0.3973 -1.8308 -1.2769  C3 1.168
10 H -0.1055 0.0104 -1.6835  C3 1.192
11 H 0.8114 -1.3100 1.0725  C4 1.082
12 H 1.6872 -1.1833 -0.3449  C4 1.000
13 H 1.6956 2.4210 0.6768  S6 1.306

What should be chosen as the most stable of them? Choose one.

one.
C4H9O | wB97M-V/def2-TZVPD

Summary:
**E_LUMO**: 4.41 eV
**Spin multiplicity**: 1
**HOMO energy**: -1.75 eV
**Net charge**: -1
**Kohn-Sham gap**: 6.17 eV

Bonds (Å) are listed after each position.
Atoms and positions in Å:
1 C 0.4810 -0.0696 0.9140  O2 1.311, C3 1.555, C4 1.523, H6 1.105
2 O 0.5276 0.8865 1.8099  C1 1.311
3 C 1.1142 0.0918 -0.4966  C1 1.555, C4 1.518, H8 1.079, H9 1.084
4 C -0.3926 0.0116 -0.3305  C1 1.523, C3 1.518, C5 1.533, H11 1.081
5 C -1.1415 -1.2311 -0.8244  C4 1.533, H12 1.094, H13 1.094, H14 1.096
6 H 0.5769 -1.1255 1.2258  C1 1.105
7 H -1.1805 2.8350 -3.3057  H10 0.747
8 H 1.5090 1.0788 -0.6819  C3 1.079
9 H 1.5906 -0.7712 -0.9481  C3 1.084
10 H -1.4433 2.2146 -2.9834  H7 0.747
11 H -0.9853 0.9144 -0.3843  C4 1.081
12 H -1.4211 -1.8937 0.0006  C5 1.094
13 H -2.0712 -0.9593 -1.3325  C5 1.094
14 H -0.5406 -1.8156 -1.5304  C5 1.096

two.
C4H9O | wB97M-V/def2-TZVPD

Summary:
**E_LUMO**: 4.30 eV
**Spin multiplicity**: 1
**HOMO energy**: -1.67 eV
**Net charge**: -1
**Kohn-Sham gap**: 5.98 eV

Bonds (Å) are listed after each position.
Atoms and positions in Å:
1 C 0.5117 -0.7380 -0.4336  O2 1.285, C3 1.608, C4 1.576, H6 1.114
2 O 1.7688 -0.6156 -0.6720  C1 1.285
3 C -0.7743 -0.5316 -1.3770  C1 1.608, C4 1.513, H8 1.089, H9 1.087
4 C -0.4918 0.4669 -0.2755  C1 1.576, C3 1.513, C5 1.529, H11 1.082
5 C -1.4270 0.5165 0.9334  C4 1.529, H12 1.094, H13 1.091, H14 1.099
6 H 0.1423 -1.5450 0.2392  C1 1.114
7 H 3.1174 3.6381 6.1810  H10 0.712
8 H -0.6543 -0.2297 -2.4161  C3 1.089
9 H -1.5042 -1.3290 -1.2672  C3 1.087
10 H 2.6611 3.1207 6.3558  H7 0.712
11 H -0.1334 1.4353 -0.5974  C4 1.082
12 H -2.4394 0.4898 0.5198  C5 1.094
13 H -1.2029 -0.2490 1.6777  C5 1.091
14 H -1.3098 1.4446 1.5096  C5 1.099

What should be chosen as the most stable of them? Choose one.

one.
C3H3N3O | wB97M-V/def2-TZVPD

Summary:
**E_LUMO**: 0.68 eV
**SMILES string**: N=C=CC=O.N#N
**Spin multiplicity**: 1
**HOMO energy**: -9.02 eV
**Kohn-Sham gap**: 9.70 eV

Bonds (Å) are listed after each position.
Atoms and positions in Å:
1 N 2.2722 -0.3190 0.8403  C2 1.219, H8 1.014
2 C 1.2092 -0.4443 0.2562  N1 1.219, C7 1.319
3 N -0.3860 1.1394 -1.6165  N4 1.106
4 N -1.3801 1.5457 -1.3515  N3 1.106
5 O -1.4262 -0.4324 1.7895  C6 1.200
6 C -1.2465 -0.1255 0.6435  O5 1.200, C7 1.557, H9 1.140
7 C -0.0245 -0.6623 -0.1576  C2 1.319, C6 1.557, H10 1.093
8 H 3.0705 0.1814 0.4661  N1 1.014
9 H -1.9066 0.5696 0.0266  C6 1.140
10 H -0.1819 -1.4526 -0.8967  C7 1.093

two.
C3H3N3O | wB97M-V/def2-TZVPD

Summary:
**E_LUMO**: 0.44 eV
**SMILES string**: N=C=CC=O.N#N
**Spin multiplicity**: 1
**HOMO energy**: -9.72 eV
**Kohn-Sham gap**: 10.16 eV

Bonds (Å) are listed after each position.
Atoms and positions in Å:
1 N 2.0274 -0.0831 0.2173  C2 1.214, H8 1.017
2 C 0.8998 -0.5082 0.0713  N1 1.214, C7 1.326
3 N 0.9131 2.6223 -0.5459  N4 1.102
4 N -0.0167 2.5569 0.0416  N3 1.102
5 O -1.9059 0.4436 0.7152  C6 1.212
6 C -1.6028 -0.6564 0.3069  O5 1.212, C7 1.467, H9 1.110
7 C -0.2596 -1.1450 -0.0238  C2 1.326, C6 1.467, H10 1.084
8 H 2.4909 0.3758 -0.5636  N1 1.017
9 H -2.3757 -1.4368 0.1496  C6 1.110
10 H -0.1705 -2.1692 -0.3686  C7 1.084

What should be chosen as the most stable of them? Choose two.

one.
C3H3N3O | wB97M-V/def2-TZVPD

Summary:
**E_LUMO (alpha / beta)**: -1.13 / -1.13 eV
**SMILES string**: N#C/N=[NH+]/[O-].C#C
**Spin multiplicity**: 1
**HOMO energy (alpha / beta)**: -10.61 / -10.61 eV
**Kohn-Sham gap (alpha / beta)**: 9.48 / 9.48 eV

Bonds (Å) are listed after each position.
Atoms and positions in Å:
1 C 1.9481 1.4091 -0.2929  N4 1.156, N6 1.297
2 C -0.9639 -0.4617 0.4493  C3 1.192, H8 1.028
3 C -0.9469 0.7116 0.6587  C2 1.192, H9 1.107
4 N 1.6584 2.4372 -0.7348  C1 1.156
5 N 1.7639 -0.8356 0.2150  N6 1.243, O7 1.223, H10 1.075
6 N 1.9744 0.3624 0.4729  C1 1.297, N5 1.243
7 O 1.9185 -1.7252 1.0405  N5 1.223
8 H -0.7466 -1.4618 0.3505  C2 1.028
9 H -1.0343 1.7536 1.0232  C3 1.107
10 H 1.3723 -1.2309 -0.7048  N5 1.075

two.
C3H3N3O | wB97M-V/def2-TZVPD

Summary:
**E_LUMO**: 0.41 eV
**Spin multiplicity**: 1
**HOMO energy**: -11.02 eV
**Kohn-Sham gap**: 11.43 eV

Bonds (Å) are listed after each position.
Atoms and positions in Å:
1 C -0.0918 0.8180 -0.6833  O3 1.327, N4 1.264, C6 1.443
2 C -0.8979 -0.9095 1.4522  N5 1.159
3 O -1.3234 0.6277 -1.1387  C1 1.327, H8 0.968
4 N 0.2103 1.8240 0.0197  C1 1.264, H9 1.011
5 N -0.1669 -1.8040 1.5433  C2 1.159, H10 0.995
6 C 0.8520 -0.2082 -1.0571  C1 1.443, N7 1.145
7 N 1.6830 -0.9703 -1.2555  C6 1.145
8 H -1.9060 1.3008 -0.7581  O3 0.968
9 H 1.1744 1.8929 0.3178  N4 1.011
10 H 0.4664 -2.5715 1.5596  N5 0.995

What should be chosen as the most stable of them? Choose two.